Entry 1:
Formula: C4H9NO2
Source: the OMol25 dataset
Level of theory: ωB97M-V/def2-TZVPD

The geometry in XYZ format:
```
16
Properties=species:S:1:pos:R:3:mulliken_charge:R:1
C -1.95 -0.08 -0.97 -1.4209
C -0.52 0.30 -0.61 0.4311
O -0.47 1.51 0.16 -0.5596
C 0.16 -0.77 0.24 -0.6644
C 1.67 -0.83 0.08 0.3890
N 2.28 0.38 0.00 -0.3239
O 2.28 -1.89 0.02 -0.6375
H -2.55 -0.27 -0.07 0.3190
H -1.95 -0.98 -1.59 0.3743
H -2.44 0.72 -1.54 0.3996
H 0.05 0.44 -1.54 0.2737
H -0.93 2.20 -0.33 0.3146
H -0.08 -0.56 1.29 0.3444
H -0.22 -1.77 0.00 0.3263
H 3.29 0.40 -0.04 0.2210
H 1.77 1.23 0.18 0.2133
```

## Properties
Structure (SMILES): C[C@@H](O)CC(N)=O
Charge: 0
F_max in eV Å⁻¹: 0.35
Multiplicity: 1
Orbital gap in eV: 10.3
ΔE to the lowest compared entry with this formula, charge and spin in kcal per mole: 8.7
E_tot in eV: -9879.6829
LUMO energy in eV: 0.69



Entry 2:
Formula: C32H29F2N2S
Source: the OMol25 dataset
Level of theory: ωB97M-V/def2-TZVPD

The geometry in XYZ format:
```
66
Properties=species:S:1:pos:R:3:mulliken_charge:R:1
F -3.83 3.15 -3.82 -0.2987
C -3.57 1.80 -3.75 0.0981
C -4.65 0.93 -3.76 -0.4957
C -4.35 -0.44 -3.69 -0.5621
C -3.04 -0.89 -3.52 -0.7014
C -1.93 0.03 -3.37 1.1029
C -0.64 -0.52 -3.09 -0.3593
C 0.65 0.03 -3.39 1.4438
C 1.76 -0.88 -3.55 -0.8624
C 3.05 -0.43 -3.76 -0.5441
C 3.35 0.94 -3.89 -0.5006
C 2.26 1.81 -3.81 0.1064
F 2.53 3.16 -3.78 -0.3782
C 0.94 1.41 -3.64 -0.5065
C -2.24 1.41 -3.61 -0.6280
H -5.68 1.30 -3.80 0.4710
H -5.17 -1.16 -3.73 0.3882
H -2.83 -1.96 -3.55 0.4131
H -0.63 -1.61 -2.93 0.2555
H 1.55 -1.95 -3.55 0.3929
H 3.88 -1.14 -3.80 0.4289
H 4.37 1.32 -3.99 0.5056
H 0.16 2.16 -3.70 0.4972
H -1.46 2.15 -3.71 0.6739
C 0.48 2.41 3.96 -1.7015
C 0.91 1.99 2.56 0.6424
C 1.04 3.21 1.67 -1.3375
C -0.03 0.98 1.89 0.4743
C -0.25 -0.19 2.82 -2.1652
N -1.06 -1.20 2.15 0.3052
C -1.74 -2.20 2.86 0.5364
C -2.31 -3.13 1.99 0.4374
C -3.07 -4.17 2.52 -0.3987
C -3.26 -4.26 3.91 -0.6602
C -2.67 -3.32 4.77 -0.7276
C -1.88 -2.28 4.25 -0.6797
S -1.94 -2.77 0.32 -0.3036
C -1.06 -1.32 0.77 0.1809
N -0.45 -0.58 -0.09 0.0365
C 0.41 0.51 0.50 -0.6565
C 1.90 0.16 0.46 0.6207
C 2.76 0.97 -0.27 -0.0841
C 4.14 0.74 -0.28 -1.1767
C 4.68 -0.32 0.45 -0.6499
C 3.82 -1.14 1.19 -0.9140
C 2.43 -0.91 1.19 -0.0464
H -0.54 2.84 3.96 0.3436
H 0.52 1.59 4.69 0.3883
H 1.16 3.19 4.32 0.4654
H 1.89 1.47 2.64 0.2068
H 0.05 3.68 1.54 0.3736
H 1.70 3.93 2.15 0.4537
H 1.45 2.98 0.69 0.1470
H -1.02 1.46 1.75 0.6401
H 0.70 -0.64 3.17 0.2472
H -0.80 0.12 3.71 0.9463
H -3.51 -4.89 1.85 0.4100
H -3.87 -5.06 4.33 0.3751
H -2.82 -3.39 5.84 0.3870
H -1.40 -1.55 4.92 0.3772
H 0.25 1.34 -0.21 0.4712
H 2.35 1.81 -0.84 0.3609
H 4.79 1.39 -0.87 0.4691
H 5.76 -0.51 0.43 0.4073
H 4.23 -1.97 1.77 0.4159
H 1.78 -1.57 1.77 0.4418
```

## Properties
Charge: +1
F_max in eV Å⁻¹: 1.59
Multiplicity: 1
Orbital gap in eV: 4.2
ΔE to the lowest compared entry with this formula, charge and spin in kcal per mole: 16.0
E_tot in eV: -52898.0792
LUMO energy in eV: -5.88



Entry 3:
Formula: C5H4
Source: the OMol25 dataset
Level of theory: ωB97M-V/def2-TZVPD

The geometry in XYZ format:
```
9
Properties=species:S:1:pos:R:3:mulliken_charge:R:1
C 0.50 0.19 1.03 0.0066
C -0.78 0.60 0.44 -0.2494
C 0.95 -0.24 -0.30 -0.2238
C -0.20 0.41 -0.85 -0.2511
C -0.35 -0.91 0.28 -0.6329
H 0.94 0.21 2.00 0.3843
H -1.69 1.01 0.83 0.4395
H 1.83 -0.71 -0.69 0.4319
H -1.19 -0.57 -2.74 0.0949
```

## Properties
Charge: 0
F_max in eV Å⁻¹: 1.61
Multiplicity: 1
Orbital gap (alpha / beta) in eV: 9.1 / 8.3
ΔE to the lowest compared entry with this formula, charge and spin in kcal per mole: 154.2
E_tot in eV: -5239.5098
LUMO energy (alpha / beta) in eV: -0.31 / -1.05



Entry 4:
Formula: C5H8O
Source: the OMol25 dataset
Level of theory: ωB97M-V/def2-TZVPD

The geometry in XYZ format:
```
14
Properties=species:S:1:pos:R:3:mulliken_charge:R:1
C 1.25 -1.09 1.41 -1.1359
C 0.41 -0.34 0.44 0.4131
C -0.07 -0.72 -0.74 -0.2661
C -0.82 0.43 -1.37 -0.3876
C -0.85 1.43 -0.19 -0.4022
O 0.07 0.94 0.80 -0.4295
H 2.17 -0.54 1.64 0.2925
H 0.72 -1.26 2.35 0.2714
H 1.52 -2.06 0.99 0.2856
H 0.10 -1.68 -1.20 0.3475
H -1.83 0.16 -1.69 0.2819
H -0.29 0.83 -2.24 0.2303
H -1.84 1.47 0.27 0.2415
H -0.54 2.44 -0.46 0.2576
```

## Properties
Structure (SMILES): CC1=CCCO1
Charge: 0
F_max in eV Å⁻¹: 0.32
Multiplicity: 1
Orbital gap in eV: 9.3
ΔE to the lowest compared entry with this formula, charge and spin in kcal per mole: 17.5
E_tot in eV: -7361.4985
LUMO energy in eV: 1.14



Entry 5:
Formula: C24H27N2OSi
Source: the OMol25 dataset
Level of theory: ωB97M-V/def2-TZVPD

The geometry in XYZ format:
```
55
Properties=species:S:1:pos:R:3:mulliken_charge:R:1
C 5.33 2.96 -2.61 -1.3508
C 4.61 1.73 -2.08 1.0365
C 4.60 0.53 -2.84 -1.0779
C 3.85 -0.56 -2.42 -0.5499
C 3.13 -0.53 -1.18 0.2106
C 2.39 -1.76 -0.77 0.1277
C 1.65 -1.78 0.53 0.0887
C 2.10 -1.21 1.73 -0.0065
C 1.30 -1.25 2.89 -0.9085
C 0.05 -1.92 2.83 0.1262
O -0.80 -2.04 3.94 -0.4796
C -1.74 -1.08 4.28 0.5423
C -3.07 -1.49 4.41 -0.4104
C -4.07 -0.55 4.63 -0.3860
C -3.75 0.81 4.73 -0.5059
C -2.41 1.20 4.66 -0.4747
C -1.39 0.26 4.45 -0.2272
C -0.33 -2.64 1.68 -0.8363
C 0.54 -2.65 0.61 -0.7595
C 3.44 -3.08 -0.51 -0.1749
N 4.38 -3.19 -1.65 0.6914
N 5.13 -3.08 -2.53 -0.5298
Si 3.25 -5.01 0.01 0.0326
C 3.26 -5.04 1.85 -0.8461
C 4.66 -5.94 -0.90 -1.1245
C 1.65 -5.61 -0.74 -0.8160
C 3.14 0.69 -0.45 -0.4083
C 3.87 1.79 -0.90 -1.0119
H 5.47 3.65 -1.78 0.3749
H 6.31 2.65 -3.03 0.3530
H 4.82 3.54 -3.40 0.2728
H 5.13 0.43 -3.79 0.3653
H 3.80 -1.46 -3.03 0.7046
H 1.79 -2.25 -1.61 0.5540
H 3.05 -0.69 1.83 0.7099
H 1.59 -0.77 3.83 0.5260
H -3.28 -2.56 4.27 0.3818
H -5.11 -0.90 4.70 0.3432
H -4.54 1.54 4.85 0.3889
H -2.13 2.26 4.78 0.3441
H -0.33 0.53 4.43 0.2477
H -1.32 -3.17 1.68 0.3865
H 0.29 -3.25 -0.26 0.7791
H 4.00 -2.60 0.32 0.4149
H 2.85 -5.96 2.29 0.3857
H 4.27 -4.94 2.28 0.3591
H 2.66 -4.21 2.26 0.1862
H 4.53 -7.04 -0.92 0.3478
H 4.74 -5.61 -1.96 0.3479
H 5.65 -5.76 -0.45 0.3451
H 1.40 -6.65 -0.43 0.3837
H 0.78 -4.98 -0.48 0.2629
H 1.72 -5.63 -1.85 0.3038
H 2.59 0.79 0.49 0.6609
H 3.85 2.77 -0.36 0.2990
```

## Properties
Structure (SMILES): Cc1ccc([C@H](c2ccc(Oc3ccccc3)cc2)[C@H]([N+]#N)[Si](C)(C)C)cc1
Charge: +1
F_max in eV Å⁻¹: 7.87
Multiplicity: 1
Orbital gap in eV: 6.3
E_tot in eV: -38223.0560
LUMO energy in eV: -4.61



Entry 6:
Formula: CH4FO3P
Source: the OMol25 dataset
Level of theory: ωB97M-V/def2-TZVPD

The geometry in XYZ format:
```
10
Properties=species:S:1:pos:R:3:mulliken_charge:R:1
C 2.40 -0.09 0.15 0.0969
O -1.57 -1.60 0.83 -0.3354
O 2.58 -1.05 -0.44 -0.1784
O -1.21 -1.08 -0.44 -0.3010
F -0.37 1.43 1.12 -0.3233
P 0.33 1.11 -0.34 0.3148
H -1.46 -0.83 1.41 0.3206
H -0.90 -1.86 -0.91 0.3237
H -0.79 1.61 -1.02 0.0313
H 0.99 2.36 -0.36 0.0509
```

## Properties
Charge: 0
F_max in eV Å⁻¹: 1.90
Multiplicity: 1
Orbital gap in eV: 9.5
ΔE to the lowest compared entry with this formula, charge and spin in kcal per mole: 0.0
E_tot in eV: -19246.5868
LUMO energy in eV: 0.27